This record from the Open Molecules 2025 dataset describes C14H33F3N4O9P2Si2 as an isolated structure in a non-equilibrium geometry. The level of theory is wB97M-V/def2-TZVPD.

Its spin multiplicity is 1. For the highest occupied orbital energy, the calculation gives -0.35192 Ha. The value obtained for the molar mass is 576.6 g mol⁻¹. The largest force on an atom is 1.65 eV/Å. The calculation puts the LUMO energy at -0.132 eV.

```
67
Properties=species:S:1:pos:R:3:nbo_charge:R:1
C -1.7909 3.8436 -2.9524 -0.67
C -1.0975 3.2172 -1.7933 0.32
N -1.7113 3.1725 -0.7027 -0.59
C 0.3027 2.6929 -2.0211 -1.01
Si 0.5637 0.8502 -1.7262 2.00
C 2.4160 0.5033 -1.8330 -0.93
C 2.8701 -0.1790 -3.1518 -0.39
C 2.7721 -1.7116 -3.0120 -0.43
C 4.1657 -2.3535 -2.9699 -0.21
N 4.1342 -3.7269 -3.5086 -0.68
C 3.3014 -4.5666 -2.7337 0.56
N 3.6256 -4.9533 -1.5961 -0.67
N 2.0869 -4.9234 -3.3506 -0.85
C -0.2501 -0.0815 -3.1887 -1.35
P -2.0588 -0.0313 -3.2261 2.37
O -2.6884 0.3560 -1.9915 -1.07
O -2.4701 0.8563 -4.4831 -0.98
O -2.5368 -1.5156 -3.6424 -0.99
O -0.1610 0.2593 -0.3430 -1.24
Si 0.6579 0.5044 1.0854 1.27
C -0.4250 0.8780 2.5458 -1.15
P 1.6774 -1.4705 1.4955 1.94
O 1.2914 -1.9865 2.8001 -1.10
O 1.1807 -2.4766 0.3400 -0.98
O 3.2499 -1.4223 1.2424 -0.99
H -1.6471 4.9169 -2.9556 0.23
H -2.8515 3.6529 -2.9170 0.25
H -1.4148 3.4801 -3.9006 0.20
H -1.1253 2.7419 0.0151 0.31
H 1.0260 3.2958 -1.4864 0.26
H 0.5337 2.8475 -3.0718 0.24
H 2.9090 1.4713 -1.7936 0.24
H 2.8101 -0.1082 -1.0294 0.25
H 2.3433 0.2063 -4.0133 0.20
H 3.9108 0.0870 -3.2624 0.20
H 2.3209 -1.9406 -2.0528 0.21
H 2.1592 -2.1862 -3.7663 0.20
H 4.8572 -1.7564 -3.5419 0.19
H 4.4962 -2.3927 -1.9352 0.19
H 5.0797 -4.0888 -3.5114 0.38
H 2.8963 -5.5614 -1.2292 0.34
H 2.0611 -4.5412 -4.2876 0.38
H 1.3096 -4.5288 -2.8343 0.37
H 0.1117 0.3479 -4.1120 0.27
H 0.0544 -1.1213 -3.1251 0.26
H -2.4787 0.2685 -5.2581 0.51
H -2.0178 -2.1710 -3.1572 0.50
H 1.6337 1.6092 0.9405 -0.20
H -0.1322 1.8018 3.0235 0.25
H -0.3268 0.1063 3.2987 0.27
H -1.4767 0.9429 2.2913 0.27
H 0.3217 -2.1571 0.0206 0.51
H 3.7146 -1.0892 2.0240 0.52
C -3.2823 -0.6237 6.4662 -0.64
C -4.4608 0.3246 6.4104 -0.08
O -4.1080 1.6263 6.9187 -0.48
C -3.4744 2.4296 6.0748 0.69
O -3.1706 2.1781 4.9458 -0.54
C -3.2108 3.7857 6.7506 0.90
F -2.7354 3.6261 7.9979 -0.31
F -4.3525 4.4943 6.8273 -0.31
F -2.3221 4.4984 6.0537 -0.30
H -2.8830 -0.6757 7.4795 0.22
H -3.5848 -1.6225 6.1547 0.22
H -2.4766 -0.2884 5.8138 0.22
H -5.2640 -0.0334 7.0505 0.20
H -4.8588 0.4125 5.4006 0.20
```